Entry 1:
The following is a quantum chemistry calculation of C41H58N4O5P2S2Sr as an isolated structure at a distorted geometry, from the OMol25 dataset.

Summary:
ΔE to the lowest compared entry with this formula, charge and spin in kcal per mole: 81.1
Largest force on an atom in hartree/bohr: 0.04868
Gap between HOMO and LUMO in eV: 5.99

ORCA input file:
```
! RIJCOSX wB97M-V def2-TZVPD def2/J DEFGRID3
* xyz -2 1
Sr -0.415 -0.357 -0.417
C -2.534 1.868 -1.409
N -3.032 0.523 -1.600
C -4.163 0.294 -0.725
C -4.541 -1.151 -0.498
N -3.558 -1.820 0.343
C -3.219 -3.245 0.018
C -3.943 -1.692 1.739
C -5.061 -2.341 2.267
C -5.512 -2.204 3.571
C -4.743 -1.399 4.411
C -3.590 -0.752 3.921
C -3.167 -0.888 2.591
S -1.739 0.066 2.129
C -3.327 0.226 -2.947
C -4.339 0.939 -3.599
C -4.728 0.644 -4.888
C -4.059 -0.356 -5.545
C -3.007 -1.057 -4.947
C -2.584 -0.757 -3.623
S -1.241 -1.581 -2.919
H -3.229 2.708 -1.582
H -1.696 2.056 -2.114
H -2.192 1.950 -0.334
H -5.024 0.801 -1.074
H -3.867 0.661 0.219
H -4.637 -1.630 -1.501
H -5.565 -1.201 -0.086
H -3.964 -4.009 0.229
H -2.333 -3.507 0.624
H -2.936 -3.285 -1.048
H -5.682 -2.993 1.659
H -6.445 -2.692 3.912
H -4.843 -1.190 5.468
H -3.024 -0.106 4.597
H -4.844 1.696 -3.026
H -5.526 1.156 -5.350
H -4.359 -0.598 -6.557
H -2.530 -1.827 -5.524
C 2.070 2.656 3.865
C 1.619 1.671 2.746
C 2.809 0.900 2.276
P 0.674 2.389 1.271
C 0.025 3.930 2.121
C -0.521 4.808 0.997
C -1.177 3.570 3.061
C 1.957 3.073 0.182
C 2.667 4.260 0.377
C 3.746 4.701 -0.409
C 4.614 5.828 0.022
C 4.058 3.938 -1.532
C 3.356 2.770 -1.797
C 2.359 2.242 -0.906
N 1.787 1.048 -1.017
C 2.455 0.064 -1.812
C 3.364 -0.928 -1.078
C 4.722 -0.275 -0.639
C 3.714 -2.217 -1.801
C 3.113 -2.455 -3.149
C 3.363 -3.844 -3.678
C 2.557 -1.455 -3.765
C 2.206 -0.207 -3.098
C 1.413 0.754 -3.941
H 2.630 2.102 4.651
H 1.225 3.143 4.344
H 2.752 3.417 3.511
H 0.837 1.026 3.137
H 3.462 1.583 1.684
H 2.535 0.069 1.625
H 3.427 0.535 3.158
H 0.785 4.431 2.731
H -1.307 4.281 0.441
H 0.237 5.149 0.313
H -1.044 5.693 1.429
H -1.964 3.114 2.471
H -1.538 4.478 3.501
H -0.803 2.979 3.868
H 2.375 4.909 1.218
H 5.663 5.785 -0.365
H 4.657 5.774 1.103
H 4.198 6.783 -0.285
H 4.834 4.261 -2.239
H 3.610 2.197 -2.686
H 5.109 0.164 -1.555
H 5.379 -1.058 -0.226
H 4.556 0.524 0.071
H 4.782 -2.338 -1.935
H 2.872 -4.585 -3.036
H 4.400 -4.060 -3.515
H 2.936 -3.925 -4.697
H 2.131 -1.546 -4.762
H 0.408 0.398 -4.276
H 1.992 1.114 -4.763
H 1.219 1.650 -3.319
O 3.312 -2.992 -0.696
N 2.746 -1.699 0.086
O 1.452 -1.754 0.035
C 2.706 -3.731 2.986
O 1.791 -4.381 2.090
P 0.287 -3.707 1.972
O -0.438 -4.345 3.278
C -1.236 -3.331 3.988
O -0.184 -4.784 0.838
C 0.161 -4.399 -0.524
H 3.547 -4.411 3.200
H 2.232 -3.490 3.935
H 3.087 -2.824 2.555
H -1.302 -3.776 4.971
H -2.249 -3.303 3.627
H -0.785 -2.345 3.981
H 1.225 -4.349 -0.619
H -0.250 -3.417 -0.801
H -0.211 -5.180 -1.185
*
```


Entry 2:
The following is a quantum chemistry calculation of one molecule with the formula C3H4O3 at a distorted geometry, from the OMol25 dataset.

Summary:
ΔE to the lowest compared entry with this formula, charge and spin in kcal per mole: 125.8
SMILES string: Cc1ooc1O
Largest force on an atom in hartree/bohr: 0.07358
Gap between HOMO and LUMO in eV: 9.25

ORCA input file:
```
! RIJCOSX wB97M-V def2-TZVPD def2/J DEFGRID3
* xyz 0 1
C 1.454 0.384 -0.511
C 0.244 -0.321 0.134
O 0.065 -1.689 0.593
O -1.272 -1.357 0.762
C -1.050 -0.096 0.221
O -1.967 0.821 0.003
H 1.962 -0.244 -1.203
H 0.950 1.139 -1.014
H 2.193 0.639 0.259
H -2.579 0.724 0.756
*
```


Entry 3:
The following is a quantum chemistry calculation of C43H34MoN5O4S3 as an isolated structure, from the OMol25 dataset.

Summary:
ΔE to the lowest compared entry with this formula, charge and spin in kcal per mole: 1.1
<S²>: 2.012
Largest force on an atom in hartree/bohr: 0.00506
Gap between HOMO and LUMO (spin up / spin down) in eV: 6.73 / 7.36

ORCA input file:
```
! RIJCOSX wB97M-V def2-TZVPD def2/J DEFGRID3
* xyz 3 3
Mo 0.008 0.177 0.437
O -0.797 3.674 2.741
C -0.311 2.613 2.179
O -0.392 2.351 0.976
C 0.498 1.705 3.033
C 1.075 1.971 4.254
C 2.124 1.142 4.672
C 2.632 0.174 3.816
C 2.006 -0.007 2.592
N 0.905 0.669 2.290
C 2.526 -0.722 1.350
O 3.299 -1.630 1.382
O 1.985 -0.163 0.268
H -1.205 4.271 2.089
H 0.762 2.827 4.836
H 2.598 1.321 5.627
H 3.523 -0.391 4.053
N -1.951 0.328 0.354
S -3.293 -0.231 0.028
N -3.584 -1.721 0.588
S -3.387 -3.063 -0.174
N -1.992 -3.351 -0.827
S -0.598 -3.085 -0.089
N -0.184 -1.643 0.010
C -0.617 -3.821 1.519
C -0.752 -2.996 2.628
C -0.779 -3.578 3.884
C -0.678 -4.958 4.014
C -0.554 -5.768 2.891
C -0.519 -5.203 1.627
C 0.518 -3.985 -1.094
C 0.065 -5.004 -1.927
C 1.005 -5.713 -2.656
C 2.355 -5.401 -2.544
C 2.783 -4.380 -1.705
C 1.864 -3.656 -0.964
C -4.502 -3.293 -1.513
C -5.854 -3.305 -1.178
C -6.777 -3.486 -2.191
C -6.343 -3.653 -3.504
C -4.991 -3.635 -3.813
C -4.046 -3.454 -2.813
C -3.816 -4.284 1.017
C -3.902 -5.591 0.542
C -4.224 -6.594 1.437
C -4.454 -6.283 2.774
C -4.361 -4.974 3.226
C -4.040 -3.952 2.345
C -3.638 -0.186 -1.707
C -2.573 -0.290 -2.592
C -2.835 -0.258 -3.952
C -4.142 -0.121 -4.403
C -5.197 -0.025 -3.504
C -4.954 -0.055 -2.141
C -4.576 0.697 0.795
C -4.511 2.075 0.603
C -5.512 2.863 1.143
C -6.547 2.277 1.865
C -6.593 0.902 2.046
C -5.605 0.093 1.503
H -0.843 -1.923 2.510
H -0.876 -2.957 4.764
H -0.687 -5.406 4.998
H -0.464 -6.840 3.001
H -0.396 -5.824 0.748
H -0.988 -5.232 -2.007
H 0.683 -6.507 -3.315
H 3.081 -5.960 -3.120
H 3.834 -4.142 -1.626
H 2.196 -2.858 -0.314
H -6.178 -3.196 -0.150
H -7.833 -3.513 -1.959
H -7.070 -3.807 -4.290
H -4.665 -3.771 -4.836
H -2.989 -3.439 -3.035
H -3.738 -5.818 -0.505
H -4.309 -7.615 1.092
H -4.717 -7.071 3.468
H -4.548 -4.743 4.266
H -3.966 -2.926 2.676
H -1.559 -0.388 -2.228
H -2.019 -0.322 -4.659
H -4.339 -0.076 -5.466
H -6.210 0.094 -3.864
H -5.768 0.043 -1.434
H -3.703 2.513 0.030
H -5.493 3.934 0.996
H -7.326 2.899 2.284
H -7.402 0.456 2.609
H -5.631 -0.980 1.632
*
```


Entry 4:
The following is a quantum chemistry calculation of C12H18N6OPdS2 as an isolated structure, from the OMol25 dataset.

Summary:
ΔE to the lowest compared entry with this formula, charge and spin in kcal per mole: 25.9
Largest force on an atom in hartree/bohr: 0.01421
Gap between HOMO and LUMO in eV: 6.79

ORCA input file:
```
! RIJCOSX wB97M-V def2-TZVPD def2/J DEFGRID3
* xyz 0 1
Pd -0.416 0.690 0.252
C 3.775 1.398 -3.634
C 2.683 2.191 -3.022
N 2.343 3.387 -3.370
N 1.314 3.703 -2.530
C 0.986 2.718 -1.666
S -0.243 2.742 -0.539
N 1.900 1.738 -1.982
N 2.023 0.530 -1.313
H 4.181 1.960 -4.471
H 3.404 0.437 -3.993
H 4.577 1.210 -2.918
H 0.839 4.584 -2.609
H 2.985 0.219 -1.351
H 1.400 -0.168 -1.712
N -2.813 -0.632 -1.026
C -1.981 -1.693 -1.032
N -0.754 -1.614 -0.611
C -0.105 -2.822 -0.744
C 1.212 -3.074 -0.367
C 1.738 -4.338 -0.563
C 0.969 -5.356 -1.127
C -0.346 -5.126 -1.498
C -0.870 -3.859 -1.302
S -2.475 -3.259 -1.655
H -2.405 0.189 -0.552
H -3.802 -0.731 -1.160
H 1.792 -2.284 0.094
H 2.758 -4.543 -0.268
H 1.399 -6.337 -1.270
H -0.947 -5.916 -1.928
C 0.859 -0.614 4.707
C 0.715 -0.670 3.197
O -0.556 -0.205 2.764
H 1.823 -1.021 5.017
H 0.069 -1.192 5.185
H 0.799 0.415 5.066
H 0.785 -1.700 2.844
H 1.518 -0.101 2.713
H -0.623 0.741 2.933
*
```


Entry 5:
The following is a quantum chemistry calculation of C35H36BrInN6O4 as an isolated structure, from the OMol25 dataset.

Summary:
ΔE to the lowest compared entry with this formula, charge and spin in kcal per mole: 1.8
Largest force on an atom in hartree/bohr: 0.01356
Gap between HOMO and LUMO in eV: 5.78

ORCA input file:
```
! RIJCOSX wB97M-V def2-TZVPD def2/J DEFGRID3
* xyz 2 1
In -0.126 -1.248 -0.538
O 2.014 2.051 3.352
C 0.733 1.836 3.789
C 0.339 2.430 4.978
C -0.947 2.222 5.449
C -1.842 1.424 4.747
C -1.439 0.817 3.570
C -0.151 1.015 3.085
C 0.331 0.311 1.848
O -0.580 -0.599 1.353
N 0.657 1.376 0.838
N 0.722 0.860 -0.469
C 0.883 1.722 -1.402
C 0.799 1.430 -2.814
Br -0.028 -0.248 -3.253
C 1.113 2.267 -3.816
C 1.750 3.569 -3.686
C 1.374 4.567 -4.593
C 1.887 5.844 -4.475
C 2.808 6.130 -3.475
C 3.229 5.136 -2.602
C 2.710 3.858 -2.708
H 2.027 2.019 2.387
H 1.041 3.054 5.514
H -1.255 2.694 6.373
H -2.843 1.270 5.126
H -2.108 0.170 3.018
H 1.303 -0.159 2.072
H -0.087 2.072 0.869
H 1.050 2.765 -1.139
H 0.826 1.976 -4.821
H 0.662 4.338 -5.377
H 1.579 6.615 -5.167
H 3.222 7.127 -3.394
H 3.979 5.352 -1.853
H 3.098 3.074 -2.069
O -6.325 2.721 2.894
C -5.128 2.923 2.322
O -4.565 3.973 2.412
C -4.509 1.771 1.571
C -4.785 0.438 1.840
C -4.116 -0.571 1.159
C -3.166 -0.230 0.210
C -2.883 1.102 -0.065
C -3.556 2.099 0.609
N -2.422 -1.214 -0.501
C -2.958 -2.289 -0.910
C -2.180 -3.246 -1.718
C -2.838 -4.291 -2.337
C -2.148 -5.083 -3.247
C -0.834 -4.760 -3.529
C -0.240 -3.706 -2.852
N -0.871 -2.980 -1.928
H -6.716 1.878 2.631
H -5.488 0.160 2.616
H -4.295 -1.604 1.429
H -2.148 1.351 -0.822
H -3.349 3.144 0.423
H -4.018 -2.496 -0.775
H -3.885 -4.461 -2.125
H -2.639 -5.909 -3.743
H -0.256 -5.311 -4.257
H 0.780 -3.434 -3.079
C 2.942 -1.401 0.145
C 4.118 -2.093 0.875
N 3.866 -3.518 1.055
C 2.722 -3.714 1.934
C 1.490 -2.943 1.420
N 1.775 -2.342 0.057
C 2.234 -3.488 -0.801
C 3.543 -4.101 -0.241
H 3.187 -1.117 -0.880
H 2.638 -0.496 0.668
H 4.275 -1.640 1.855
H 5.039 -1.969 0.307
H 2.978 -3.374 2.937
H 2.522 -4.784 1.998
H 1.225 -2.146 2.103
H 0.606 -3.574 1.311
H 2.405 -3.090 -1.802
H 1.431 -4.223 -0.828
H 4.374 -3.920 -0.923
H 3.438 -5.180 -0.134
*
```